Run w
{
  "formula": "C6H5FO",
  "method": "ωB97M-V with the def2-TZVPD basis set",
  "elements": ["C", "C", "H", "H", "H", "H", "C", "C", "C", "H", "O", "C", "F"],
  "positions_angstrom": [[0.738, 1.089, -0.039], [2.502, -0.131, -0.027], [2.808, 1.982, 0.228], [-0.477, -2.062, -0.628], [-1.350, -0.587, -0.177], [-0.584, -1.495, 1.240], [0.549, -0.230, -0.014], [-0.515, -1.168, 0.139], [2.248, 1.162, 0.049], [-1.277, 2.068, -0.256], [0.259, 3.363, -0.072], [-0.121, 2.255, 0.013], [3.567, -0.878, -0.036]],
  "e_lumo_ha": -0.005,
  "gap_ev": 8.416
}

---

Run x
{
  "formula": "C6H5FO",
  "method": "ωB97M-V with the def2-TZVPD basis set",
  "elements": ["H", "F", "C", "C", "O", "H", "C", "H", "H", "C", "C", "H", "C"],
  "positions_angstrom": [[0.193, -1.658, -1.277], [2.152, 0.069, -0.842], [0.962, 0.070, -0.160], [0.754, -1.045, 0.780], [-2.539, -0.586, -0.464], [0.891, 2.223, 0.257], [-1.428, -0.161, -0.396], [-1.804, 2.031, 0.176], [1.498, -1.851, 0.746], [0.296, 1.393, 0.044], [-0.056, -0.863, -0.539], [0.140, -0.904, 1.715], [-1.060, 1.280, -0.040]],
  "smiles": "O=C1C=C[C@@]2(F)C[C@@H]12",
  "e_lumo_ha": 0.003,
  "gap_ev": 9.989
}

---

Sorted by energy, starting with the most stable: run x, run w.

---

Run w
{
  "formula": "C15H22O3",
  "method": "ωB97M-V with the def2-TZVPD basis set",
  "elements": ["H", "C", "H", "C", "H", "C", "H", "C", "H", "C", "C", "H", "H", "H", "O", "H", "H", "C", "C", "O", "H", "H", "C", "H", "H", "H", "H", "H", "O", "C", "C", "C", "H", "H", "C", "H", "C", "H", "H", "C"],
  "positions_angstrom": [[4.060, 1.356, -0.616], [2.999, 1.601, -0.847], [1.132, -3.135, 0.842], [2.241, 3.672, -0.405], [-3.709, -2.579, 0.459], [-0.269, -0.767, 0.046], [1.451, 4.258, -0.720], [0.806, 3.102, 1.831], [-0.727, -2.487, -1.261], [1.268, -0.976, 0.441], [-2.665, -2.531, 0.113], [0.305, 2.404, 2.518], [2.870, -0.077, 1.504], [2.317, 1.091, -2.658], [0.335, 4.201, 2.069], [-0.855, 0.430, 1.669], [-2.963, -1.063, -2.926], [2.199, 1.516, 0.395], [1.698, 2.775, 0.696], [2.841, 2.961, -1.380], [-2.294, -3.427, -0.413], [-3.737, -2.479, -2.253], [-1.195, -0.079, 0.778], [1.966, -1.214, -0.381], [-3.358, -0.139, 0.970], [-4.367, -0.925, -1.863], [-2.078, -2.496, 0.940], [2.117, -2.177, 2.025], [2.553, 0.675, -1.846], [-3.417, -1.384, -2.001], [1.255, -2.166, 1.330], [-2.461, -1.344, -0.761], [-2.581, 0.849, -0.364], [1.221, 0.442, 2.027], [-0.955, -1.419, -1.162], [-0.673, -0.793, -2.088], [1.892, 0.231, 1.159], [3.057, 4.257, 0.114], [0.316, -2.047, 1.904], [-2.597, -0.118, 0.114]],
  "smiles": "C[C@H](CC1=C(C=O)CO[C@@H]1O)C1=CCC(C)(C)C1",
  "e_lumo_ha": 0.000,
  "gap_ev": 8.843
}

---

Run x
{
  "formula": "C15H22O3",
  "method": "ωB97M-V with the def2-TZVPD basis set",
  "elements": ["H", "O", "C", "H", "C", "C", "O", "H", "C", "H", "H", "C", "C", "H", "C", "H", "H", "H", "H", "H", "O", "H", "H", "H", "H", "C", "C", "H", "C", "H", "H", "C", "H", "H", "C", "C", "H", "H", "C", "C"],
  "positions_angstrom": [[-0.591, -1.583, -2.377], [4.923, -1.678, 0.580], [-1.861, -0.649, -0.858], [-0.188, -2.006, -0.690], [-1.555, 0.741, -0.197], [3.426, -1.746, 0.747], [1.522, 1.175, 1.923], [-2.964, -1.269, -2.777], [2.418, -1.776, -1.958], [-1.912, 1.579, -0.812], [-3.650, 0.035, -1.829], [2.763, -0.512, 0.341], [-2.693, -0.386, -2.143], [2.925, 1.491, -0.767], [2.192, -1.210, 2.487], [3.011, -2.572, 0.236], [-2.061, 0.736, 0.790], [1.804, -2.617, -1.624], [4.161, 0.309, -1.110], [2.141, -1.484, -2.951], [3.351, -1.951, 2.138], [-2.188, 0.284, -2.792], [-2.734, -2.653, -0.354], [5.114, -1.240, 1.450], [3.572, -2.037, -1.807], [2.070, -0.614, -1.063], [3.156, 0.425, -0.873], [-2.526, -1.454, 1.055], [0.000, 0.900, -0.019], [0.329, 1.961, -0.156], [-0.207, -0.229, 1.840], [0.563, -0.059, -1.178], [2.090, -0.950, 3.537], [1.511, -2.052, 2.251], [-2.778, -1.559, 0.029], [2.018, -0.058, 1.559], [-3.909, -1.292, 0.002], [0.493, 0.515, -2.109], [-0.532, -1.208, -1.310], [0.504, 0.400, 1.269]],
  "smiles": "CC1(C)C[C@H]2[C@@H]3O[C@@]34CO[C@H](O)[C@]43C[C@]3(C)[C@H]2C1",
  "e_lumo_ha": 0.023,
  "gap_ev": 9.332
}

---

Sorted by energy, starting with the most stable: run w, run x.